Record 1
Computed, not measured: C25H23BrF6N3O6PSTl as an isolated structure, with ωB97M-V with the def2-TZVPD basis set.

```
! wB97M-V def2-TZVPD RIJCOSX def2/J DEFGRID3
* xyz -2 2
Tl -0.65827 -0.91969 0.06627
O -3.14991 0.29011 0.18482
C -3.61402 1.38601 -0.46619
C -4.94607 1.76592 -0.30573
C -5.43157 2.90836 -0.91872
C -4.59034 3.68611 -1.69911
C -3.27248 3.28551 -1.86673
C -2.75084 2.14330 -1.27293
C -1.30799 1.75160 -1.61317
O -1.09189 0.42302 -1.73861
N -0.36491 2.40730 -0.67508
N -0.45373 1.94858 0.57847
C 0.59703 1.93944 1.30527
C 0.58342 1.40128 2.65937
Br -1.11678 0.88659 3.31571
C 1.71213 1.29064 3.36901
C 1.95542 0.76684 4.72002
C 1.30276 -0.34884 5.24807
C 1.60253 -0.80405 6.52282
C 2.56122 -0.16410 7.29591
C 3.23384 0.93263 6.77493
C 2.93748 1.38460 5.49945
H -3.87652 -0.28695 0.47342
H -5.59021 1.14371 0.30365
H -6.47088 3.18500 -0.78400
H -4.95626 4.58357 -2.18319
H -2.61112 3.87282 -2.49610
H -1.07727 2.28661 -2.55633
H 0.58530 2.39634 -1.04919
H 1.56432 2.27215 0.92627
H 2.59583 1.67105 2.86239
H 0.56893 -0.86941 4.65102
H 1.08537 -1.67336 6.90969
H 2.79132 -0.52513 8.29083
H 3.99443 1.43518 7.36034
H 3.46888 2.23670 5.09135
C 1.73038 -2.52474 -6.47956
C 2.10965 -1.70864 -5.27307
C 3.42047 -1.68029 -4.81550
C 3.76017 -0.97106 -3.67105
C 2.77536 -0.27637 -2.99049
C 1.45457 -0.28810 -3.42583
C 1.13690 -1.00366 -4.56593
S 3.17401 0.56548 -1.48385
O 4.61240 0.50336 -1.33059
O 2.57107 1.88186 -1.53717
N 2.37252 -0.27787 -0.36403
C 3.00694 -1.37199 0.13063
C 2.74697 -2.88933 -0.96555
O 3.82602 -3.41451 -1.12138
O 1.57996 -2.98900 -1.24806
H 2.60709 -2.78106 -7.07598
H 1.02690 -1.98574 -7.11630
H 1.24823 -3.45735 -6.17761
H 4.18500 -2.23615 -5.34743
H 4.77139 -0.96716 -3.28835
H 0.66962 0.20955 -2.86021
H 0.10411 -1.03286 -4.89513
H 2.51510 -1.77054 1.01889
H 4.09501 -1.36926 0.17065
F -3.76753 -2.17303 1.47502
P -5.33281 -2.62423 1.42139
F -5.00220 -3.94238 2.29124
F -5.60991 -1.78565 2.78229
F -6.89713 -3.02809 1.35071
F -5.64474 -1.26829 0.55304
F -5.05467 -3.43234 0.05521
*
```

## Properties
highest occupied orbital energy (alpha / beta): -2.85 / -3.20 eV
expectation value of S²: 0.755
relative energy (zero: lowest compared OMol25 entry of this formula, charge and spin): 0.000 eV

---

Record 2
Computed, not measured: C42H44HfO3P2S as an isolated structure at a distorted geometry, with ωB97M-V with the def2-TZVPD basis set.

```
! wB97M-V def2-TZVPD RIJCOSX def2/J DEFGRID3
* xyz 2 1
Hf -0.30230 -1.74577 1.18751
C -0.36588 -3.92557 1.46905
C 0.61936 -3.61964 0.48683
C 0.36597 -3.93958 -0.98577
C -0.80901 -3.14405 -1.59322
C -1.25516 -1.93460 -0.76239
C -2.24617 -2.04007 0.26699
C -2.79729 -3.38583 0.67030
C -1.74641 -4.44680 1.09239
C 0.37982 2.48638 -1.40064
H -0.02180 -4.28054 2.44893
H 1.67736 -3.64703 0.76690
H 0.16477 -5.01875 -1.10683
H 1.27328 -3.74562 -1.58345
H -0.50299 -2.79133 -2.59676
H -1.66121 -3.82668 -1.76729
H -1.19137 -1.00074 -1.33344
H -2.94314 -1.19735 0.38583
H -3.41321 -3.80612 -0.14454
H -3.49058 -3.22537 1.51187
H -2.13823 -4.95754 1.98604
H -1.70478 -5.22912 0.31703
H -0.10451 2.36069 -0.42747
H 0.31796 3.54422 -1.69891
H 1.42848 2.18732 -1.29494
P 1.81168 -0.82480 -0.91720
P -0.40767 1.52569 -2.67920
C 1.67243 -0.34990 -2.59291
C 0.41036 0.00731 -3.07180
C 3.45827 -1.38333 -0.56598
C 3.98520 -2.54623 -1.16441
C 5.13325 -3.12388 -0.63183
C 5.77311 -2.54209 0.46955
C 5.28802 -1.34883 1.02389
C 4.12196 -0.77758 0.53159
C -0.69404 -2.11402 3.54872
C -1.96183 -2.08759 4.10067
C -2.10278 -2.29709 5.48700
C -0.97705 -2.52751 6.28605
C 0.29545 -2.56786 5.70698
C 0.42955 -2.40725 4.31907
C -0.44923 2.51923 -4.19620
C 0.76429 2.76224 -4.85900
C 0.76475 3.42168 -6.08574
C -0.43691 3.86444 -6.64462
C -1.64044 3.65420 -5.96608
C -1.65057 3.00224 -4.73309
C -2.12148 1.22808 -2.18252
C -2.64652 1.76889 -0.99720
C -3.94597 1.46564 -0.60221
C -4.72657 0.60224 -1.37578
C -4.21071 0.06308 -2.55942
C -2.92707 0.40314 -2.98180
H 2.56618 -0.37199 -3.23236
H -0.10967 -0.61575 -3.80892
H 3.47620 -2.98079 -2.02639
H 5.53409 -4.03656 -1.07760
H 6.66401 -3.01144 0.89372
H 5.82095 -0.87094 1.84571
H 3.68042 0.10494 0.98513
H -2.83294 -1.89483 3.46237
H -3.10382 -2.24184 5.92255
H -1.08875 -2.65986 7.36067
H 1.19673 -2.69975 6.31789
H 1.41023 -2.50947 3.85083
H 1.69798 2.41658 -4.41286
H 1.70688 3.58301 -6.60713
H -0.43402 4.37232 -7.60803
H -2.57756 3.99251 -6.40141
H -2.58618 2.86108 -4.19237
H -2.05881 2.44899 -0.38833
H -4.34770 1.91280 0.30822
H -5.74001 0.35699 -1.05803
H -4.81224 -0.61997 -3.15883
H -2.55528 0.03615 -3.93783
C 1.88531 6.30536 2.55406
C 1.35746 4.90433 2.43055
C 2.13857 3.89678 1.84957
C 1.66998 2.58400 1.76380
C 0.37422 2.28135 2.21419
C -0.41360 3.28598 2.79959
C 0.07473 4.58122 2.89789
S -0.10854 0.64899 2.66269
O 1.00194 -0.29235 2.15558
O -0.33481 0.68183 4.07753
O -1.28577 0.15621 1.82253
H 2.78898 6.36472 3.17623
H 2.14887 6.70576 1.56661
H 1.12991 6.95647 3.00397
H 3.14302 4.13883 1.48511
H 2.29981 1.79607 1.35788
H -1.38536 3.02178 3.21603
H -0.53384 5.34984 3.36862
*
```

## Properties
highest occupied orbital energy (alpha / beta): -12.30 / -12.27 eV

---

Record 3
Computed, not measured: a 2-piece molecular cluster, C2H2BrCl2I overall at a distorted geometry, with ωB97M-V with the def2-TZVPD basis set.

```
! wB97M-V def2-TZVPD RIJCOSX def2/J DEFGRID3
* xyz 0 1
C 0.06382 -0.65062 -0.53036
C -1.63360 -1.69706 0.05977
Cl -1.63060 -1.90305 1.74808
Cl -1.88928 -3.24804 -0.65641
Br -2.94545 -0.20951 -0.50886
I 1.73996 -1.71748 -0.04214
H -0.10960 -0.29288 -1.55092
H -0.12243 -0.02380 0.35495
*
```

## Properties
highest occupied orbital energy: -9.33 eV
relative energy (zero: lowest compared OMol25 entry of this formula, charge and spin): 1.964 eV

---

Record 4
Computed, not measured: the molecule C2H2BrN at a distorted geometry, with ωB97M-V with the def2-TZVPD basis set.

```
! wB97M-V def2-TZVPD RIJCOSX def2/J DEFGRID3
* xyz 0 1
N 1.52501 -0.99287 1.01495
C 0.95871 -0.17133 0.50180
C -0.14402 0.21750 -0.24148
Br -2.23033 0.72795 0.20247
H -0.26275 -0.79060 -0.40301
H 0.15338 1.00935 -1.07473
*
```

## Properties
SMILES string: N#CCBr
highest occupied orbital energy: -10.95 eV
relative energy (zero: lowest compared OMol25 entry of this formula, charge and spin): 2.030 eV

---

Record 5
Computed, not measured: C8H24BaO4 as an isolated structure at a distorted geometry, with ωB97M-V with the def2-TZVPD basis set.

```
! wB97M-V def2-TZVPD RIJCOSX def2/J DEFGRID3
* xyz 1 2
Ba 16.59960 -12.43735 22.26732
C 14.68470 -8.08923 20.37475
C 15.00517 -9.14508 21.44440
O 15.64487 -10.23118 20.81274
H 14.10722 -8.57249 19.58666
H 15.53485 -7.70289 19.81252
H 14.06896 -7.27257 20.75161
H 14.14045 -9.52612 21.98770
H 15.69539 -8.70982 22.16705
H 16.50313 -10.03807 20.42842
C 14.33297 -15.58169 19.45608
C 15.16983 -15.49635 20.71711
O 16.29002 -14.69089 20.57261
H 14.20643 -14.67742 18.86079
H 13.33285 -15.81543 19.82111
H 14.65066 -16.33496 18.73514
H 15.42103 -16.54248 20.89204
H 14.63572 -15.14020 21.59801
H 16.88741 -15.09402 19.93841
C 16.87081 -15.48388 25.81038
C 17.12815 -15.02167 24.36075
O 15.94501 -14.56669 23.80437
H 17.78032 -15.63689 26.39131
H 16.41003 -16.47146 25.78857
H 16.23108 -14.74560 26.29392
H 17.61220 -15.71334 23.67127
H 17.73763 -14.11925 24.31319
H 15.30209 -15.27171 23.91018
C 12.80991 -12.35167 20.82210
C 12.66761 -12.12554 22.32511
O 13.94156 -12.43635 22.84452
H 11.78605 -12.22008 20.47209
H 13.13614 -13.36713 20.59733
H 13.56298 -11.69707 20.38336
H 11.85916 -12.64479 22.83979
H 12.51740 -11.06450 22.52442
H 13.72379 -12.67253 23.74917
*
```

## Properties
highest occupied orbital energy (alpha / beta): -6.79 / -14.07 eV
expectation value of S²: 0.750

---

Record 6
Computed, not measured: the molecule C28H26BrNO3S at a distorted geometry, with ωB97M-V with the def2-TZVPD basis set.

```
! wB97M-V def2-TZVPD RIJCOSX def2/J DEFGRID3
* xyz 0 1
C 4.33693 1.35207 1.18051
S 3.41822 0.85986 -0.31600
C 4.71239 -0.27138 -1.03478
C 1.85629 0.08257 0.12637
C 1.89244 -1.31881 -0.41970
C 1.78186 -2.55287 0.48407
C 2.88482 -2.98321 1.22339
C 2.85653 -4.21963 1.81261
C 1.68439 -4.99521 1.79302
Br 1.53717 -6.54508 2.85783
C 0.59034 -4.56499 1.06387
C 0.62239 -3.30838 0.42829
O 2.00864 -1.46397 -1.62927
H 4.71848 2.37403 0.98177
H 3.63378 1.32843 2.01969
H 5.16496 0.65707 1.30981
H 5.34031 0.31572 -1.70826
H 5.31376 -0.65398 -0.20160
H 4.23414 -1.09520 -1.58115
H 1.56451 0.07427 1.17193
H 3.74962 -2.38152 1.32052
H 3.72121 -4.59830 2.33109
H -0.28430 -5.22603 1.02679
H -0.23368 -2.91882 -0.09005
O -1.20404 0.36646 3.71539
C -2.38085 0.61552 3.34259
O -3.18472 1.56174 3.50630
C -2.98292 -0.51966 2.43583
C -4.52551 -0.51370 2.26476
C -4.72769 0.32124 1.04981
C -3.48447 0.52982 0.40002
C -3.40601 1.36808 -0.69930
C -4.56959 1.97415 -1.17959
C -5.78481 1.83330 -0.51663
C -5.87348 0.97448 0.61803
N -2.47820 -0.08579 1.13054
C -1.11882 -0.12838 0.87684
C -0.56605 0.18611 -0.33444
C 0.61195 1.08170 -0.44081
C 0.84613 1.72713 -1.81817
C 1.64371 2.88708 -1.94207
C 1.87995 3.45816 -3.18118
C 1.27793 2.93010 -4.31507
C 0.40839 1.85800 -4.19722
C 0.24856 1.20176 -2.96345
H -2.56680 -1.51703 2.62580
H -4.90939 -1.53291 2.14235
H -5.00836 -0.12407 3.16742
H -2.44960 1.56923 -1.14998
H -4.44182 2.59337 -2.06273
H -6.63769 2.42268 -0.88774
H -6.81483 0.86960 1.17444
H -0.45333 -0.31429 1.74207
H -1.09209 -0.10748 -1.23580
H 0.77481 1.89169 0.28220
H 2.16127 3.28890 -1.05344
H 2.59009 4.29142 -3.31649
H 1.49886 3.34019 -5.29202
H -0.10110 1.50123 -5.10917
H -0.28468 0.25349 -2.92983
*
```

## Properties
highest occupied orbital energy: -6.30 eV

---

Record 7
Computed, not measured: a 6-piece molecular cluster, H12O6 overall, with ωB97M-V with the def2-TZVPD basis set.

```
! wB97M-V def2-TZVPD RIJCOSX def2/J DEFGRID3
* xyz 0 1
O 2.31797 -1.49333 1.23086
H 1.53287 -1.54223 1.78390
H 1.99699 -1.11585 0.40120
O -2.78054 -0.83677 -0.39089
H -3.62578 -1.00085 0.04057
H -2.86383 -1.24345 -1.26625
O 1.60981 2.01121 -0.22470
H 2.49648 2.06346 -0.59841
H 1.13744 1.38925 -0.79799
O -0.75393 -2.60596 -1.98981
H -0.12552 -2.07421 -1.47702
H -0.21548 -3.08609 -2.62771
O -0.02429 -0.46527 -0.17794
H -0.99035 -0.63649 -0.27304
H 0.03482 0.24638 0.47145
O -0.30900 3.48684 1.95559
H 0.24308 2.71322 1.79031
H 0.31924 4.19014 2.14989
*
```

## Properties
SMILES string: O.O.O.O.O.O
highest occupied orbital energy: -11.14 eV
relative energy (zero: lowest compared OMol25 entry of this formula, charge and spin): 1.135 eV

---

Record 8
Computed, not measured: a 2-piece molecular cluster, C4H12N2 overall at a distorted geometry, with ωB97M-V with the def2-TZVPD basis set.

```
! wB97M-V def2-TZVPD RIJCOSX def2/J DEFGRID3
* xyz 0 1
C -0.11191 -1.39827 -1.16692
C 0.87761 -2.05349 -0.27939
N -1.42638 0.32489 -0.04373
H -1.93709 0.54924 -0.89410
H -2.05411 0.57922 0.72491
H -1.10417 -1.81813 -1.20007
H 0.22535 -0.93896 -2.08649
H 1.81821 -1.50672 -0.21895
H 1.10478 -3.06149 -0.66452
H 0.48382 -2.19306 0.72884
C 0.50261 1.04420 1.31724
C -0.21658 1.18917 -0.02796
N -0.56216 2.44941 -0.45241
H -0.05973 3.15671 0.08747
H 0.41776 0.61096 -0.79115
H 0.73237 0.00601 1.55570
H -0.12617 1.45126 2.11442
H 1.43579 1.60904 1.29709
*
```

## Properties
highest occupied orbital energy (alpha / beta): -7.20 / -9.43 eV
relative energy (zero: lowest compared OMol25 entry of this formula, charge and spin): 4.503 eV

---

Record 9
Computed, not measured: a 2-piece molecular cluster, C3H9N3 overall at a distorted geometry, with ωB97M-V with the def2-TZVPD basis set.

```
! wB97M-V def2-TZVPD RIJCOSX def2/J DEFGRID3
* xyz -1 2
C -0.12852 -1.89435 2.16418
C -0.34371 -1.49448 -0.18245
N -0.10206 -1.00525 1.04971
H 0.75678 -1.71178 2.78797
H -0.24108 -2.98017 1.96230
H -1.04036 -1.67406 2.76345
H -0.27465 -0.85647 -1.06249
H -0.61145 -2.54469 -0.35816
N 1.23279 2.33884 -1.83480
C 0.24143 1.63218 -1.08972
N -0.96658 1.77200 -1.33319
H 1.69236 3.01879 -1.23479
H 0.74553 2.95087 -2.48781
H 0.77293 1.00510 -0.37890
H -1.73342 1.44348 -0.76530
*
```

## Properties
highest occupied orbital energy (alpha / beta): 0.85 / -3.30 eV
expectation value of S²: 0.754
relative energy (zero: lowest compared OMol25 entry of this formula, charge and spin): 1.593 eV

---

Record 10
Computed, not measured: C3H5N3 as an isolated structure at a distorted geometry, with ωB97M-V with the def2-TZVPD basis set.

```
! wB97M-V def2-TZVPD RIJCOSX def2/J DEFGRID3
* xyz 0 1
C 0.95543 0.29908 0.91596
C -0.06784 0.03868 0.05062
C -0.96922 -0.98991 -0.25506
N -1.65889 -1.49847 -1.06623
N 1.47506 1.22616 0.06747
N 0.31120 1.17702 -0.77676
H 1.20177 -0.15543 1.80136
H -1.19989 -1.33407 1.62817
H -2.44287 -2.08762 -0.93740
H 1.78693 2.17469 0.31495
H 0.60832 1.14987 -1.74307
*
```

## Properties
highest occupied orbital energy: -7.80 eV
relative energy (zero: lowest compared OMol25 entry of this formula, charge and spin): 6.744 eV

---

Record 11
Computed, not measured: the molecule C2H6ClNO2S2 at a distorted geometry, with ωB97M-V with the def2-TZVPD basis set.

```
! wB97M-V def2-TZVPD RIJCOSX def2/J DEFGRID3
* xyz 0 1
C 0.28988 -0.55132 1.75067
C 0.12362 0.09021 -1.16488
N -1.85541 -1.27171 0.37176
O -2.28291 1.23456 0.63912
O 0.34007 -2.30867 -0.25408
S -2.99931 0.00343 0.79602
S -0.38169 -1.11348 0.08168
Cl -4.22598 -0.16740 -0.86788
H -0.44959 0.13604 2.17709
H 0.35103 -1.45234 2.38356
H 1.13822 0.09088 1.66031
H -0.19794 1.07944 -0.78853
H 1.15814 -0.14902 -1.43036
H -0.39623 -0.09499 -1.99623
*
```

## Properties
highest occupied orbital energy: -9.86 eV
relative energy (zero: lowest compared OMol25 entry of this formula, charge and spin): 1.049 eV

---

Record 12
Computed, not measured: C5H7O3Ru as an isolated structure at a distorted geometry, with ωB97M-V with the def2-TZVPD basis set.

```
! wB97M-V def2-TZVPD RIJCOSX def2/J DEFGRID3
* xyz 3 7
O -0.54040 0.16914 0.47965
C -0.33478 -1.02604 -0.22706
O -0.32300 -1.01964 -1.46757
Ru 0.09466 -2.96843 -1.27611
O -0.15229 -2.02954 0.47359
C -0.71198 1.27840 -0.15001
H -0.68919 1.24804 -1.24544
H -1.23895 3.29169 0.05604
C -0.73785 2.49137 0.60702
H -1.12495 2.35851 1.62242
C 0.83209 2.87866 0.71814
C 1.60618 2.02401 1.61391
H 0.77622 3.91968 1.06356
H 1.38669 2.03394 2.68250
H 1.38495 2.77974 -0.25327
H 2.41919 1.39788 1.24616
*
```

## Properties
highest occupied orbital energy (alpha / beta): -22.60 / -22.92 eV
expectation value of S²: 12.009
relative energy (zero: lowest compared OMol25 entry of this formula, charge and spin): 0.000 eV